50
Properties=species:S:1:pos:R:3 method="wB97M-V/def2-TZVPD" e_lumo_ha=0.250 homo_energy_ev=5.61 homo_lumo_gap_ev=1.18 total_charge=-5 e_tot_ha=-4315.21921 e_above_lowest_kcal_mol=82.8
Cu 6.2888 5.1410 18.4423
S 8.7706 1.5210 14.7199
O 8.9570 2.5064 15.7513
O 9.7443 0.4480 14.8396
O 7.4513 0.9704 14.7822
O 8.8775 2.2278 13.4447
S 3.1854 6.3359 14.4030
O 2.8944 7.7112 14.0508
O 2.3412 5.3394 13.7358
O 4.5632 6.0718 14.0109
O 3.1718 6.2466 15.8643
S 7.5867 9.5769 19.4635
O 6.7799 8.7663 20.3610
O 6.6814 10.5360 18.8212
O 8.6818 10.2194 20.1897
O 8.1473 8.6304 18.5132
C 2.0035 -0.1636 18.2256
C 2.9053 -0.6454 19.3680
C 3.0349 -2.1922 19.3532
O 1.8261 -2.6407 19.9050
C 1.8693 -4.0396 20.1018
N 4.1238 0.1503 19.2172
H 2.3429 -0.3812 17.2129
H 1.9568 0.9248 18.1888
H 0.9735 -0.5040 18.3320
H 2.5007 -0.4182 20.3543
H 3.8708 -2.3777 20.0278
H 3.2752 -2.6704 18.4037
H 1.5842 -4.5357 19.1740
H 1.0933 -4.3867 20.7840
H 2.7691 -4.4473 20.5625
H 4.4268 -0.0469 18.2742
H 4.8940 -0.2425 19.7392
C -0.0496 5.5312 23.8176
C -0.0112 5.0022 22.3488
C -1.3868 4.8172 21.7658
O -2.1153 3.7794 22.3992
C -3.5094 3.8112 22.0530
N 0.6680 6.0367 21.5923
H -0.6289 6.4432 23.9617
H 0.9050 5.7122 24.3116
H -0.5393 4.7212 24.3581
H 0.5358 4.0596 22.3697
H -1.2647 4.7165 20.6874
H -1.8649 5.7891 21.8885
H -3.9732 4.7972 22.0243
H -4.1277 3.1704 22.6815
H -3.5865 3.3492 21.0687
H 0.8360 5.7427 20.6407
H 1.5942 6.3022 21.8954

145
Properties=species:S:1:pos:R:3 method="wB97M-V/def2-TZVPD" e_lumo_ha=-0.032 homo_energy_ev=-8.52 homo_lumo_gap_ev=7.65 total_charge=0 e_tot_ha=-4614.22978
N 0.7016 -0.8375 3.1866
P 1.0779 0.6071 2.6178
C 0.6958 0.8818 0.7415
C 1.1467 2.3946 0.5008
C 2.6490 2.7964 0.1622
O 2.5790 4.0740 -0.5961
C 3.5344 3.2791 1.4584
N 4.9227 3.6627 1.0095
C 1.4222 -0.3073 -0.0603
C 2.7502 -0.9602 0.5466
C 4.0976 -0.1301 0.6688
N 5.2040 -1.1435 0.9522
C 1.4042 -0.1795 -1.6996
C 0.8607 -1.5496 -2.4107
N 1.3978 -2.8201 -1.8382
N 2.7449 0.2672 -2.2566
C 2.6082 1.3057 -3.3033
O 3.0983 2.4508 -3.0966
F 2.0247 1.1226 -4.5962
C 3.5531 -0.8020 -2.8395
O 4.4963 -1.3561 -2.2056
F 3.4232 -1.3019 -4.1988
O 0.4879 0.8430 -2.1582
S -0.9947 0.9402 -1.4100
O -2.0522 0.1211 -2.0902
O -1.4311 2.3664 -1.7982
C -0.9557 0.8589 0.4670
C -1.6350 2.1635 1.1568
C -3.1918 2.1479 1.4825
C -4.2034 2.3703 0.2665
O -4.1865 1.8069 -0.8559
N -5.3747 3.2996 0.5052
C -6.5114 2.5972 -0.2075
C -7.0970 3.3556 -1.4503
C -8.2413 2.6551 -2.2551
C -8.7497 1.2264 -1.8033
C -8.2004 0.4704 -0.5564
C -7.0537 1.1814 0.2526
C -1.6544 -0.4030 1.1491
C -2.9756 -1.0370 0.5615
O -4.1719 -0.7392 0.7409
Cl -2.7440 -2.5536 -0.5060
H 0.0429 -0.7072 3.9726
H 0.4383 1.5860 3.4512
H 2.5088 0.7416 2.8424
H 0.9342 2.9624 1.5014
H 0.5079 2.9937 -0.2659
H 3.2287 2.1252 -0.5512
H 1.9657 4.6633 -0.1000
H 3.0332 4.2411 1.8251
H 3.5512 2.5221 2.3085
H 4.9566 4.6982 0.9376
H 5.0844 3.3322 0.0342
H 0.6808 -1.2114 0.0378
H 3.0229 -1.8421 -0.1655
H 2.5983 -1.5127 1.5603
H 4.4493 0.3723 -0.3170
H 4.1838 0.6221 1.5223
H 5.1444 -1.9193 0.2608
H 4.9783 -1.4897 1.9023
H -0.2928 -1.6609 -2.3001
H 1.0173 -1.5235 -3.5620
H 0.7785 -3.1118 -1.0545
H 1.2518 -3.5659 -2.5538
H -1.1105 2.3448 2.1797
H -1.4499 3.1503 0.5866
H -3.3577 3.0787 2.1683
H -3.5502 1.2779 2.1651
H -5.5774 3.1418 1.5207
H -6.7198 4.3807 -1.7776
H -8.6611 3.1789 -3.1839
H -9.5681 0.7043 -2.4241
H -8.5417 -0.5702 -0.2114
H -6.5420 0.7014 1.1736
H -1.8858 -0.0975 2.2485
H -0.9630 -1.3244 1.3144
C 5.2620 -3.7291 -4.3293
O 5.1521 -4.2372 -5.6467
C 5.6747 -3.3381 -6.6197
C 6.0890 -4.0950 -7.8775
O 7.3495 -4.7572 -7.7467
C 7.3606 -5.9303 -6.9299
C 6.6657 -7.1224 -7.5799
O 5.2514 -7.0125 -7.4429
C 4.5579 -7.7542 -8.4268
H 4.6833 -2.8077 -4.2240
H 4.8668 -4.4781 -3.6402
H 6.3119 -3.5478 -4.0752
H 6.5405 -2.7994 -6.2182
H 4.8841 -2.6201 -6.8660
H 6.2295 -3.3632 -8.6783
H 5.3143 -4.7850 -8.2134
H 6.9644 -5.7204 -5.9343
H 8.4172 -6.1839 -6.8034
H 6.9755 -8.0475 -7.0803
H 6.9448 -7.1692 -8.6368
H 4.8164 -7.3975 -9.4288
H 3.4874 -7.6064 -8.2758
H 4.7869 -8.8207 -8.3352
C 3.3869 8.7157 2.1174
O 2.0280 8.7240 2.5115
C 1.2328 7.8343 1.7351
C -0.0121 7.4154 2.5106
O 0.2472 6.4025 3.4873
C 0.9447 6.8267 4.6618
C 0.0894 7.6778 5.5945
O 0.0199 9.0200 5.1224
C -1.1225 9.7003 5.6049
H 3.4880 9.0530 1.0817
H 3.9355 9.3980 2.7687
H 3.8129 7.7132 2.2322
H 1.8091 6.9416 1.4643
H 0.9374 8.3649 0.8231
H -0.7113 6.9609 1.8024
H -0.5240 8.2695 2.9547
H 1.8835 7.3214 4.4047
H 1.2065 5.9055 5.1908
H 0.5425 7.7008 6.5922
H -0.9127 7.2433 5.6608
H -2.0364 9.1934 5.2797
H -1.1224 10.7083 5.1875
H -1.0961 9.7669 6.6971
C -6.8942 -6.2923 6.2393
O -6.1151 -5.6289 5.2628
C -4.7176 -5.7480 5.5109
C -3.9290 -5.5737 4.2168
O -3.9283 -6.7440 3.3958
C -5.1516 -7.0345 2.7149
C -5.4394 -6.0786 1.5620
O -5.9755 -4.8528 2.0512
C -5.7749 -3.7815 1.1486
H -6.7287 -5.8512 7.2267
H -7.9460 -6.1795 5.9713
H -6.6564 -7.3611 6.2578
H -4.4875 -6.7265 5.9474
H -4.4389 -4.9605 6.2205
H -2.8809 -5.4074 4.4826
H -4.2545 -4.6979 3.6543
H -5.9876 -7.0922 3.4150
H -5.0186 -8.0367 2.2971
H -6.1853 -6.5221 0.8923
H -4.5147 -5.8966 1.0060
H -4.7066 -3.6229 0.9736
H -6.1875 -2.8753 1.5949
H -6.2873 -3.9776 0.2013

141
Properties=species:S:1:pos:R:3 method="wB97M-V/def2-TZVPD" e_lumo_ha=-0.425 homo_energy_ev=-17.44 homo_lumo_gap_ev=5.88 total_charge=+5 e_tot_ha=-3890.92493 e_above_lowest_kcal_mol=2.9
Rb -4.4791 -2.7434 1.0601
C -1.5500 -0.0626 0.7628
C -1.7420 -0.8027 -0.4781
C -0.5162 -0.9873 -1.4557
O -0.7669 -1.3970 -2.5853
C 0.8209 -0.4392 -1.0252
C 0.9696 0.0402 0.2072
C -0.2721 0.3004 1.1180
O -0.1817 1.0818 2.0839
O 2.2237 0.1533 0.6117
O -2.8403 -1.3021 -0.8201
H -2.3507 0.2439 1.4196
H 1.6739 -0.4267 -1.6875
C -4.4394 0.2995 -3.1181
C -3.2885 1.1801 -3.3231
O -3.2354 2.3207 -2.9377
N -2.1277 0.4803 -4.0149
H -1.8051 -0.2390 -3.3835
H -2.4802 0.0104 -4.8366
C -1.0329 1.3673 -4.6486
H -5.1433 0.6587 -3.8688
H -4.7604 0.4608 -2.0890
H -4.1856 -0.7511 -3.2593
H -0.1040 0.8008 -4.7157
H -0.9284 2.3188 -4.1272
H -1.4597 1.5129 -5.6410
C -6.3109 -2.9170 5.9334
C -5.6637 -1.6149 5.6007
O -5.7261 -0.6459 6.3777
N -4.8009 -1.5860 4.3397
H -4.6400 -2.5369 4.0398
H -5.3794 -1.2322 3.5912
C -3.4816 -0.8523 4.3827
H -6.9275 -2.8582 6.8304
H -5.6472 -3.7813 5.9579
H -6.9603 -3.0849 5.0742
H -2.6943 -1.6043 4.3293
H -3.3744 -0.2726 5.2996
H -3.4268 -0.1878 3.5205
C -0.6240 -5.0027 -1.7207
C -2.0004 -4.7034 -1.2522
O -2.2873 -4.6202 -0.0451
N -3.1112 -4.8383 -2.3035
H -2.9911 -5.6622 -2.8752
H -3.9862 -4.8832 -1.8011
C -3.0908 -3.6596 -3.2886
H -0.4771 -4.5406 -2.6969
H -0.5597 -6.0795 -1.8768
H 0.1185 -4.5206 -1.0847
H -2.1460 -3.8423 -3.8006
H -3.1695 -2.7000 -2.7776
H -3.9770 -3.8267 -3.9007
C 1.0167 -2.5467 7.1526
C 0.8418 -2.4275 5.6247
O -0.2215 -2.5154 5.0460
N 2.1452 -2.2016 4.7986
H 2.9426 -2.1125 5.4121
H 2.3018 -3.0409 4.2590
C 2.1233 -1.0335 3.7573
H 1.6854 -1.7755 7.5352
H 1.4856 -3.4755 7.4775
H 0.0545 -2.5545 7.6645
H 1.1886 -1.0699 3.1977
H 2.8720 -1.1476 2.9734
H 2.2631 -0.0449 4.1946
C 2.9592 -3.4511 -0.2963
C 4.2962 -3.2412 0.4032
O 5.2380 -2.5517 0.0292
N 4.6561 -4.1229 1.6634
H 3.7854 -4.4236 2.0777
H 5.0379 -5.0105 1.3693
C 5.5132 -3.4085 2.7658
H 2.7186 -2.7097 -1.0582
H 2.2067 -3.3524 0.4861
H 2.9265 -4.4085 -0.8164
H 5.1459 -2.3918 2.9057
H 6.3888 -3.2354 2.1401
H 5.6267 -4.0688 3.6256
C 4.5767 2.8164 -0.3096
C 5.6166 2.0278 -1.1216
C 5.0956 0.7274 -1.7476
N 6.1295 0.0243 -2.6909
C 7.5971 -0.2061 -2.0718
C 6.3039 0.8270 -4.0293
C 5.6249 0.0351 -5.1417
C 4.7552 -1.0688 -4.4656
C 5.6160 -1.3125 -3.1797
H 4.7902 3.8817 -0.2225
H 4.5468 2.3185 0.6595
H 3.5638 2.7199 -0.7005
H 6.4502 1.8387 -0.4453
H 6.0548 2.6806 -1.8765
H 4.2356 0.7420 -2.4171
H 5.0202 0.0129 -0.9279
H 8.1240 0.6686 -1.6905
H 8.2119 -0.6578 -2.8504
H 7.2529 -0.8840 -1.2908
H 7.3241 0.8349 -4.4130
H 6.0334 1.8771 -3.9187
H 6.3829 -0.5275 -5.6867
H 4.9969 0.5725 -5.8523
H 4.7308 -2.0419 -4.9560
H 3.7639 -0.6826 -4.2281
H 6.4603 -1.9676 -3.3945
H 5.0071 -1.7779 -2.4047
C -1.9339 8.0363 -1.7305
C -2.2545 6.7788 -0.9598
C -1.4412 5.5771 -1.4267
N -1.3779 4.4158 -0.3769
C -2.9125 4.0915 -0.1354
C -0.5807 3.2370 -0.9496
C 0.8931 3.5503 -0.4964
C 0.8148 4.2485 0.8734
C -0.6793 4.8153 0.9985
H -2.4265 8.9532 -1.4068
H -2.2582 8.0120 -2.7708
H -0.8867 8.3383 -1.7171
H -3.3332 6.6990 -1.0946
H -2.2843 6.9410 0.1176
H -0.3962 5.8745 -1.5138
H -1.8837 5.0860 -2.2934
H -3.1899 4.8743 0.5706
H -3.0019 3.1701 0.4399
H -3.5954 4.1934 -0.9788
H -0.8824 2.3408 -0.4076
H -0.6981 3.1064 -2.0254
H 1.4583 2.6208 -0.4282
H 1.4054 4.0975 -1.2878
H 1.0366 3.5280 1.6606
H 1.5439 5.0587 0.8590
H -1.1457 4.1287 1.7049
H -0.8121 5.8694 1.2423
N -6.1763 -0.5051 2.1356
S -6.3748 0.7516 1.2992
O -7.2865 1.8249 1.7017
O -6.2907 0.5125 -0.1260
F -4.9338 1.4736 1.5948
S -7.7695 -0.9310 2.2702
O -8.8430 -0.3364 1.5161
O -8.1188 -1.3718 3.5922
F -7.5115 -2.2421 1.4338